[1]
DFT (the ωB97M-V functional and the def2-TZVPD basis) results for a 3-piece molecular cluster, C3H10O3S overall.

Geometry as XYZ:
```
17
Properties=species:S:1:pos:R:3:mulliken_charge:R:1
H -0.816 2.352 -0.848 0.312
H -1.345 1.076 2.199 0.328
H 0.445 0.829 -1.988 0.232
C -0.277 0.309 -1.328 -0.355
H 2.737 -1.769 -0.358 0.493
C 0.387 -0.318 0.060 -0.326
H 3.605 -2.729 0.532 0.211
H -0.946 -0.373 -1.876 0.254
H -2.226 0.185 2.945 0.313
O 3.697 -2.478 -0.380 -0.860
H -1.915 1.076 -0.008 0.071
H 0.705 0.553 0.766 0.089
C -1.342 1.436 -0.825 -0.615
O -1.239 0.304 2.876 -0.666
S -2.738 1.556 -2.210 -0.832
H -0.359 -0.971 0.626 0.160
O 1.625 -1.040 -0.183 -0.809
```

Computed properties:
Energy above the lowest of the compared OMol25 structures with the same formula, charge and spin   2.725 eV
E   -744.08568 Ha
Gap between HOMO and LUMO   5.33 eV
Total charge   -2
LUMO level   5.64 eV
Highest occupied orbital energy   0.306 eV

[2]
DFT (the ωB97M-V functional and the def2-TZVPD basis) results for C22H16FN2O2PdS3 as an isolated structure.

Geometry as XYZ:
```
47
Properties=species:S:1:pos:R:3:mulliken_charge:R:1
C -1.553 2.347 0.974 0.783
C 3.069 0.533 -1.381 -0.701
C 0.470 1.533 0.887 -0.518
N -0.853 2.824 2.035 -0.033
O -3.121 1.292 -1.223 -0.796
H -5.567 1.912 -1.287 0.429
H 3.170 -1.403 1.362 0.510
C -3.659 2.046 -0.333 0.709
C 1.563 -1.814 2.833 -0.756
H -1.229 3.420 2.748 0.169
H -6.719 3.452 0.263 0.351
C -4.968 3.826 1.459 -0.730
C 0.426 2.311 1.992 -1.055
H 1.282 0.952 0.494 0.749
C 1.261 -2.719 -1.641 -0.777
H 2.097 -4.134 -0.251 0.482
S 4.175 -1.757 -1.310 0.004
S 0.580 -2.765 -3.209 -0.115
C -5.037 2.374 -0.464 -0.534
C 0.216 -1.992 2.783 -0.515
H 2.304 1.295 -1.415 0.512
C 1.185 -1.576 0.551 -0.745
C -3.633 3.522 1.614 -0.560
H -0.454 -2.176 3.608 0.457
H -5.460 4.507 2.139 0.380
C 1.356 -1.354 -0.958 3.086
C 1.452 -4.955 -2.214 -0.718
C 2.759 -0.782 -1.211 -0.485
S -0.390 -1.872 1.186 -0.017
C 5.184 -0.392 -1.536 -0.473
N -0.751 1.574 0.252 0.026
F -2.276 -1.287 -2.007 -0.750
H 2.139 -1.842 3.747 0.391
C 1.669 -3.954 -1.229 -0.166
C -5.666 3.232 0.401 -0.375
C 4.461 0.761 -1.563 -0.644
H 4.899 1.736 -1.724 0.380
H 1.693 -6.001 -2.082 0.372
C 0.879 -4.445 -3.341 -0.510
H 6.248 -0.512 -1.668 0.430
Pd -1.454 0.164 -1.036 0.684
H -3.100 3.996 2.432 0.204
H 1.167 2.537 2.738 0.447
C -2.961 2.644 0.754 -0.020
H 0.580 -4.984 -4.226 0.444
O 0.446 -0.494 -1.493 -1.015
C 2.120 -1.580 1.546 0.003
```

Computed properties:
Energy above the lowest of the compared OMol25 structures with the same formula, charge and spin   0.263 eV
E   -2530.32785 Ha
Gap between HOMO and LUMO   7.21 eV
Total charge   -1
LUMO level   2.55 eV
Highest occupied orbital energy   -4.658 eV

[3]
DFT (the ωB97M-V functional and the def2-TZVPD basis) results for a 3-piece molecular cluster, C21H49IN9O2P2 overall.

Geometry as XYZ:
```
84
Properties=species:S:1:pos:R:3:mulliken_charge:R:1
H -2.454 1.477 -0.024 0.363
C 2.983 -3.721 -4.311 -0.991
H 0.343 2.212 7.677 0.315
P 0.363 -0.494 1.426 0.748
N -5.904 1.991 6.888 -0.501
H -0.272 -3.379 3.526 0.357
N 2.190 -0.655 -6.852 0.083
H -0.628 4.199 4.257 0.299
H -6.204 1.248 6.220 0.284
C -4.024 4.488 7.106 0.174
H 5.124 -3.519 -7.814 0.377
H -0.086 -1.764 4.231 0.255
C 0.531 1.701 6.667 -1.057
N -0.547 -1.792 2.146 0.127
H 1.403 -3.885 -7.924 0.247
H -1.160 5.378 9.095 0.334
H 2.868 -4.786 -7.450 0.305
H 2.604 -4.261 -9.114 0.390
C 4.520 -2.793 -8.370 -1.130
P 3.247 -1.867 -6.234 0.928
C 1.585 -1.412 -0.743 -1.012
O 0.569 0.186 2.794 -0.721
C 1.072 -0.841 -7.760 -0.829
H 3.417 0.440 -8.194 0.350
I 2.172 4.243 5.705 0.119
C -0.813 3.340 5.001 -0.382
C -3.287 5.113 8.354 -0.491
O 3.419 -1.169 -4.871 -0.820
H -2.177 -0.683 2.952 0.147
H -6.163 4.593 7.957 0.376
C -0.467 -2.561 -0.415 -0.793
H 5.021 -1.820 -8.310 0.364
H 0.327 -3.136 -6.141 0.326
H 0.417 -1.659 -7.470 0.185
H -2.575 -1.715 1.554 0.255
H 0.685 -2.082 -4.748 0.313
H 0.529 1.835 -0.509 0.338
H 2.203 1.415 -7.330 0.342
C 0.024 1.962 0.456 -1.235
H 0.781 2.228 1.198 0.338
H -2.326 -2.445 3.092 0.413
H -0.656 2.816 0.387 0.354
N -0.967 4.452 7.176 -0.552
H -6.427 3.145 5.128 0.389
C -6.045 3.107 6.202 -0.251
H 4.506 -3.078 -9.426 0.364
N -1.602 3.933 6.138 0.711
C -5.606 4.467 6.971 -0.438
C -1.965 -1.635 2.450 -0.968
H 2.772 -3.111 -3.424 0.144
C -1.826 0.580 -0.048 -0.860
H 1.182 -2.444 3.196 0.370
N 3.156 -2.700 -7.813 -0.011
N -0.689 0.740 0.842 0.219
H -1.541 -2.463 -0.254 0.251
H -1.481 2.594 4.436 0.189
H 0.432 0.047 -7.757 0.369
C -3.013 3.923 6.100 0.222
H 1.558 1.178 6.698 0.350
H 1.549 -1.683 -1.801 0.161
C 0.593 2.717 5.429 -0.562
H -1.528 0.416 -1.091 0.310
H -2.486 -0.232 0.244 0.194
H 4.068 -3.782 -4.430 0.357
H 0.958 2.093 4.529 0.517
C -1.759 4.974 8.199 -0.244
C 2.481 -3.969 -8.065 -0.901
C 0.101 -2.366 3.333 -1.093
H 2.626 -4.738 -4.110 0.396
C 2.893 0.571 -7.239 -1.130
H -3.473 3.417 5.176 0.269
H 1.391 -1.013 -8.796 0.310
H 3.632 0.856 -6.486 0.328
H -0.247 0.877 6.551 0.300
C 0.921 -3.035 -5.236 -1.252
H 2.186 -2.153 -0.205 0.377
H 2.102 -0.448 -0.680 0.407
H -0.366 -2.841 -1.470 0.257
N 0.232 -1.306 -0.159 0.059
N 2.347 -3.172 -5.514 0.196
H -3.835 5.576 9.232 0.385
H -0.081 -3.392 0.182 0.319
H -5.964 5.319 6.280 0.258
H 0.562 -3.844 -4.590 0.432
```

Computed properties:
E   -2452.60684 Ha
Gap between HOMO and LUMO   4.60 eV
Total charge   +1
LUMO level   -4.74 eV
Highest occupied orbital energy   -9.334 eV

[4]
DFT (the ωB97M-V functional and the def2-TZVPD basis) results for one molecule with the formula C2H6ClNO3S.

Geometry as XYZ:
```
14
Properties=species:S:1:pos:R:3:mulliken_charge:R:1
O 1.685 -1.826 -0.279 -0.585
H -1.076 -1.875 0.204 0.422
H -0.410 2.011 -1.192 0.221
C -0.399 0.010 -0.499 -0.185
O 1.509 0.043 1.368 -0.490
C -1.234 -0.891 0.356 -0.567
S 1.424 -0.422 -0.186 1.130
H 2.088 0.740 1.468 0.322
H -1.195 1.697 0.215 0.240
N -0.392 1.468 -0.367 -0.488
Cl -2.900 -0.626 -0.215 -0.174
O 2.320 0.522 -0.832 -0.613
H -0.375 -0.163 -1.555 0.431
H -1.042 -0.689 1.516 0.337
```

Computed properties:
Energy above the lowest of the compared OMol25 structures with the same formula, charge and spin   0.503 eV
E   -1218.62474 Ha
Gap between HOMO and LUMO   10.80 eV
LUMO level   0.61 eV
Highest occupied orbital energy   -10.192 eV

[5]
DFT (the ωB97M-V functional and the def2-TZVPD basis) results for a 2-piece molecular cluster, C23H29N2O overall.

Geometry as XYZ:
```
55
Properties=species:S:1:pos:R:3:mulliken_charge:R:1
C -0.607 0.522 -3.005 1.403
H 1.045 -5.002 -0.622 0.448
H 0.365 0.298 5.556 0.340
C -0.846 -1.867 0.682 -0.732
C -2.759 -5.582 0.499 -0.803
C 0.517 -0.311 -3.615 -1.767
N -0.132 1.216 -1.831 0.348
H -2.877 -5.278 1.550 0.335
C -1.506 -3.082 0.615 -0.651
C 2.775 3.994 2.775 -0.696
C 0.405 0.052 2.729 -0.727
H 0.359 3.246 -1.626 0.317
H -1.972 1.409 -4.488 0.322
H -1.066 1.117 4.882 0.338
H 2.193 -2.786 -0.569 0.479
H -0.889 3.814 -3.504 0.346
C 3.147 3.554 1.491 -0.908
C 1.775 1.602 1.731 0.342
C -1.815 -0.375 -2.730 -1.543
H -1.368 -1.004 1.095 0.691
H -2.546 -3.160 0.952 0.368
H 1.947 -0.199 -0.373 0.337
H -0.263 1.883 -4.665 0.396
H -2.633 0.207 -2.290 0.384
C 1.177 -0.455 0.365 -1.487
C 0.031 1.146 4.938 -0.862
N 0.599 1.078 3.606 0.169
H -0.149 -0.844 2.998 0.742
H -3.416 -4.977 -0.144 0.350
C -1.268 2.900 -3.037 -0.570
H 2.948 1.982 -0.022 0.431
H 0.349 2.084 5.410 0.282
C 0.531 -4.100 -0.288 -0.868
H 0.181 -0.765 -4.552 0.424
C 1.115 0.318 1.529 1.624
H -2.334 3.030 -2.822 0.282
C -0.812 -4.224 0.147 0.797
C -1.061 1.679 -3.945 -0.900
C 1.153 -2.875 -0.252 -0.245
O -1.376 -5.458 0.081 -0.435
H 3.838 4.159 0.901 0.405
H -2.160 -0.803 -3.681 0.470
H 3.164 4.938 3.153 0.409
H -1.570 -1.198 -2.048 0.177
C 2.647 2.351 0.957 -0.200
C 1.425 2.050 3.024 0.180
H -1.152 2.787 -0.841 0.274
H 0.177 0.706 -1.018 -0.425
C 1.903 3.233 3.571 -0.885
H 0.841 -1.109 -2.935 0.265
C 0.495 -1.727 0.259 0.874
H 1.380 0.331 -3.820 0.428
H 1.594 3.552 4.565 0.267
C -0.518 2.589 -1.721 -0.584
H -2.983 -6.644 0.383 0.246
```

Computed properties:
Energy above the lowest of the compared OMol25 structures with the same formula, charge and spin   0.000 eV
E   -1078.31338 Ha
Gap between HOMO and LUMO   5.39 eV
Total charge   +1
LUMO level   -5.00 eV
Highest occupied orbital energy   -10.398 eV

[6]
DFT (the ωB97M-V functional and the def2-TZVPD basis) results for a 3-piece molecular cluster, C39H20F7NO6 overall.

Geometry as XYZ:
```
73
Properties=species:S:1:pos:R:3:mulliken_charge:R:1
H 3.515 -8.006 -1.210 0.404
C -3.752 2.190 -0.622 0.190
C 4.354 3.830 2.020 -0.583
C 3.027 5.538 -2.655 0.408
C 3.244 4.198 -0.077 0.152
F -5.526 -0.223 -0.258 -0.236
C 3.322 3.539 1.144 -0.542
C -1.542 0.940 0.144 1.107
F -7.602 0.267 -0.392 -0.271
O 0.272 -4.574 -0.150 -0.694
H 2.580 2.796 1.404 0.586
C -1.976 -3.628 3.232 -0.591
F -6.387 1.367 0.975 -0.243
C -5.034 2.875 -1.060 0.815
F -5.961 1.211 -2.506 -0.262
C -1.227 -3.899 2.100 -0.506
O -0.818 0.016 -3.164 -0.576
C 5.311 4.782 1.681 -0.456
H -1.071 -6.283 5.133 0.481
C -0.352 -5.880 3.154 0.363
H 4.416 3.313 2.969 0.425
H 2.351 -9.016 2.783 0.469
C -3.004 1.583 -1.593 -0.473
C -6.378 0.787 -0.216 0.689
C 4.194 5.166 -0.410 0.379
C 3.035 -8.624 0.790 -0.467
H 0.422 3.397 -3.023 0.595
O 1.316 3.019 -0.726 -0.619
H 0.307 4.539 -5.205 0.432
H 6.121 5.001 2.364 0.389
C -1.115 -5.614 4.284 -0.646
H -2.601 -2.745 3.267 0.443
H -4.083 2.669 1.407 0.508
C -0.861 0.135 -1.966 -0.044
C -1.884 0.936 -1.183 0.221
H -2.516 -4.283 5.205 0.392
C -0.252 0.148 0.276 -0.339
O 0.591 -7.825 4.085 -0.661
F -5.455 3.809 -0.209 -0.316
N -0.010 -0.449 -0.991 -0.137
H -3.283 1.610 -2.636 0.603
C -1.925 -4.491 4.323 -0.481
C -3.422 2.183 0.706 -0.468
H 3.730 -9.454 0.785 0.398
H -1.267 -3.232 1.250 0.553
C 4.110 5.903 -1.701 0.500
H 3.655 6.975 -4.116 0.478
F -4.803 3.491 -2.248 -0.315
C 1.064 4.824 -4.486 -0.633
C -0.418 -5.024 2.054 0.190
H 1.951 -6.098 -1.189 0.471
O 4.909 6.775 -1.972 -0.681
C 1.969 5.836 -4.791 -0.445
C 1.377 -7.310 1.927 0.191
C 2.264 -8.379 1.914 -0.547
C 2.948 6.192 -3.878 -0.687
C 1.128 4.181 -3.262 -0.512
C 2.917 -7.808 -0.330 -0.472
O 0.407 0.058 1.287 -0.584
H 5.971 6.192 0.209 0.476
C 1.275 -6.477 0.810 0.170
C 2.104 4.538 -2.340 0.177
C 0.367 -5.299 0.821 0.499
C -2.276 1.544 1.099 -1.090
C 2.040 -6.737 -0.321 -0.540
C 0.541 -7.071 3.136 0.580
H -0.151 -1.455 -0.919 0.273
F -7.307 2.526 -1.429 -0.302
C 2.150 3.850 -1.022 0.382
C 5.229 5.451 0.472 -0.628
H -1.982 1.531 2.139 0.607
H 1.912 6.344 -5.745 0.390
C -6.156 1.826 -1.346 0.661
```

Computed properties:
E   -2703.54328 Ha
Gap between HOMO and LUMO   8.74 eV
LUMO level   -1.09 eV
Highest occupied orbital energy   -9.831 eV